Below is C31H75N5O13 as an isolated structure in a non-equilibrium geometry, with properties calculated with ωB97M-V/def2-TZVPD.

Summary:
relative energy (zero: lowest compared OMol25 entry of this formula, charge and spin): 1602.4 kcal/mol
LUMO energy: 0.338 eV
maximum force: 12.65 eV/A
HOMO: -7.512 eV

Geometry as XYZ:
```
124
Properties=species:S:1:pos:R:3:forces:R:3:lowdin_charge:R:1
C -0.966946 -0.711228 -2.186935 -0.4 6.3 1.3 -0.0932
O -0.874686 0.713142 -2.011435 -1.6 -2.4 2.5 -0.2545
C -0.001206 1.172012 -0.975345 -5.3 -0.5 3.5 -0.2837
C -0.495846 1.008122 0.455355 1.7 -1.7 0.3 -0.1059
O 0.636884 0.295152 1.091565 -1.5 2.5 -1.2 -0.1267
C 0.601774 0.016722 2.470445 0.8 -3.6 -11.7 -0.2821
H 0.060424 -1.011358 -2.393185 1.4 6.6 3.2 0.0781
H -1.334276 -0.988918 -3.174885 -1.5 1.2 0.1 0.1503
H -1.485136 -1.201318 -1.362675 1.7 0.1 -1.7 0.0618
H 0.134164 2.240942 -1.140185 -1.3 -1.0 -0.4 0.1157
H 0.933444 0.684732 -1.252995 -7.1 2.2 6.1 -0.0655
H -1.447826 0.477232 0.457765 1.7 0.1 0.5 0.0938
H -0.730216 1.977892 0.894355 0.8 -1.6 -0.6 0.0683
H -0.405166 -0.334248 2.696265 1.9 2.2 0.1 0.0661
H 0.922284 0.794732 3.163325 2.8 -1.0 -9.8 -0.0627
H 1.293254 -0.795428 2.694845 -1.8 -0.4 -4.7 0.0821
C -3.039546 2.287562 1.456145 0.3 0.4 0.4 -0.0664
O -3.027656 0.893722 1.277785 -1.1 -0.6 1.2 -0.2402
C -2.578176 0.014602 2.278685 -0.2 -0.6 -0.1 -0.1189
C -2.220026 -1.368638 1.691445 -3.8 0.9 -3.9 -0.2566
O -0.962836 -1.409488 1.059905 -1.8 -1.7 -0.7 -0.1712
C -0.880536 -2.531498 0.173095 -4.2 2.1 0.4 -0.0855
H -2.040396 2.654402 1.221105 -2.6 -1.3 -0.2 0.0040
H -3.218796 2.589292 2.488095 -0.6 0.0 -0.2 0.1133
H -3.576946 2.794562 0.654735 -1.0 -0.5 0.7 0.1054
H -3.411586 -0.167008 2.957325 0.1 0.2 0.6 0.1553
H -1.655276 0.307642 2.779175 -1.1 1.2 0.3 0.1043
H -3.053496 -1.643148 1.044865 0.7 0.1 -0.3 0.1194
H -2.355086 -2.220348 2.358105 -3.3 3.4 -5.7 0.0485
H -1.494016 -2.433168 -0.722495 -0.6 -0.4 0.5 0.0989
H -1.247386 -3.419238 0.688285 -0.2 0.1 0.1 0.1348
H 0.148024 -2.733158 -0.126085 -3.5 2.3 -0.4 -0.0389
C -0.498936 0.781702 -4.128495 -1.3 -3.1 -5.3 -0.0809
O -0.587316 -0.438108 -4.853105 -2.0 -2.7 -1.4 -0.1699
C 0.480054 -1.005718 -5.577745 0.2 0.0 0.9 -0.1727
C 0.751074 -2.468038 -5.102125 0.6 0.8 1.1 -0.0787
O 1.173044 -2.463648 -3.667195 -0.1 -0.7 -1.5 -0.1026
C 0.154294 -2.623008 -2.712915 -1.6 -5.6 -2.7 -0.1828
H -1.436466 1.078542 -3.658365 0.0 -0.4 -1.2 0.1496
H -0.223826 1.441392 -4.951425 -2.5 -1.0 2.2 0.0532
H 0.298264 0.667122 -3.394025 -1.9 -2.1 -3.5 0.0492
H 1.433514 -0.485008 -5.488885 -1.1 -0.1 1.2 0.0540
H 0.289024 -0.854018 -6.640095 -0.3 -0.8 -0.4 0.1300
H 1.653584 -2.906938 -5.527505 -0.1 0.3 -0.6 0.1174
H -0.076146 -3.142468 -5.323355 -0.2 0.0 0.5 0.1204
H 0.543064 -2.722738 -1.699495 -1.2 -6.8 -5.6 0.0289
H -0.651856 -3.350398 -2.808445 0.4 -1.0 -1.0 0.1402
H -0.311586 -1.637578 -2.712735 -0.3 -8.8 -3.2 -0.1001
C 3.045424 0.859692 -6.063975 -0.4 0.6 -0.5 -0.0747
O 2.608304 1.706362 -5.010015 0.6 -0.2 0.8 -0.1548
C 1.406994 2.450202 -5.101745 -0.1 -0.6 -1.5 -0.2027
C 0.962044 2.875092 -3.703895 1.5 0.7 -0.6 -0.0671
O 0.708864 1.750222 -2.840895 7.0 8.0 0.9 -0.2741
C 1.741894 1.325122 -1.990195 6.8 3.6 -4.2 -0.0951
H 4.110224 0.629812 -6.025825 0.1 0.6 0.5 0.0953
H 2.839754 1.362592 -7.008915 0.0 -0.2 -0.3 0.0976
H 2.548704 -0.110118 -6.035025 0.7 0.5 -0.5 0.0457
H 0.525704 1.906232 -5.441665 2.6 0.3 -1.4 0.0576
H 1.401214 3.141072 -5.944815 0.8 1.4 0.6 0.1379
H 0.053464 3.476262 -3.738245 -0.1 -0.2 -0.1 0.1551
H 1.768504 3.543262 -3.401785 0.1 -0.1 1.0 0.1383
H 1.678414 2.054842 -1.182985 1.9 -0.8 0.1 0.1050
H 2.746014 1.389682 -2.409345 0.2 -0.1 -1.0 0.1429
H 1.479224 0.312822 -1.683035 6.6 -1.9 -4.7 0.0750
C -2.417736 1.881702 -1.033505 -0.5 3.1 0.1 -0.3536
O -2.576626 3.130632 -1.201315 -0.1 -2.2 -0.5 -0.0176
N -3.350236 0.934202 -1.100965 -1.4 0.1 -1.1 -0.1025
C -3.160486 -0.441578 -0.637105 -0.7 0.3 -1.8 -0.0739
C -4.721736 1.140772 -1.500305 -1.4 0.0 0.0 -0.0375
H -1.418046 1.465512 -0.834505 -4.6 2.3 1.0 0.0373
H -3.336876 -1.115458 -1.475475 -0.4 -0.1 -0.3 0.1244
H -3.831546 -0.749858 0.164605 -0.4 1.0 -0.9 0.0996
H -2.126396 -0.645418 -0.359225 -1.5 0.8 0.6 0.0460
H -5.221156 2.070822 -1.771785 1.5 1.1 0.6 0.0911
H -4.971016 0.647082 -2.439575 0.1 -1.1 0.2 0.0897
H -5.305216 0.814282 -0.639465 -0.5 -0.5 -0.3 0.0929
C -0.644396 3.167042 2.341015 0.3 1.6 1.5 -0.3296
O -1.241206 3.094892 3.437875 2.0 -0.1 -1.7 0.0378
N 0.657814 2.996512 2.029455 0.8 0.0 1.8 -0.1407
C 1.135294 3.266632 0.689635 0.9 1.9 0.5 -0.0187
C 1.692734 2.885672 3.077535 0.1 1.6 -1.2 -0.0261
H -1.202846 3.364712 1.412975 1.4 1.8 0.9 0.1106
H 1.458144 4.307642 0.676505 -0.6 0.6 -0.3 0.1103
H 0.417554 3.065442 -0.105635 0.3 0.8 1.0 0.0834
H 2.114184 2.854502 0.444565 -0.3 -1.1 0.5 0.1095
H 2.120914 3.870202 3.265835 -0.1 0.2 0.2 0.1130
H 1.274734 2.464162 3.991705 0.8 1.5 -1.1 0.0522
H 2.504534 2.280432 2.674075 -0.4 0.7 0.1 0.0796
C 1.183454 -1.478088 4.244975 7.2 5.6 3.0 -0.3622
O 2.092714 -2.303048 4.226465 4.1 4.7 2.1 0.0095
N 1.483294 -0.176798 4.086315 4.7 0.8 10.1 -0.2000
C 0.491294 0.785982 4.293525 -3.4 2.8 11.9 -0.1547
C 2.778324 0.355332 3.736215 1.0 0.1 -0.1 0.0002
H 0.125514 -1.643728 4.500945 3.5 3.5 -0.7 -0.0109
H -0.288716 0.368942 4.930525 -0.6 -0.2 -0.3 0.1627
H 0.200564 1.281052 3.366975 -3.8 2.7 3.9 0.0792
H 0.842584 1.608992 4.915905 0.1 -0.8 1.5 0.1152
H 3.071964 1.249692 4.285765 -0.1 -0.4 0.7 0.1138
H 3.604444 -0.355108 3.706515 -0.5 -0.3 0.4 0.1175
H 2.632044 0.750202 2.730845 0.7 -0.5 0.1 0.0675
C -0.384256 -2.646888 5.797275 -0.6 -3.5 2.8 -0.2461
O 0.427254 -3.168778 6.616865 -2.3 1.9 -3.3 0.0446
N -0.418006 -2.709128 4.416655 -5.7 -8.0 3.9 -0.1991
C -1.327176 -1.927838 3.612675 0.9 -2.8 2.6 -0.0428
C 0.550344 -3.541658 3.762855 -1.7 -2.5 -2.2 -0.0569
H -1.315006 -2.151408 6.114155 0.4 0.5 0.5 0.1516
H -1.964836 -1.143458 4.020385 0.1 -0.8 1.3 0.1380
H -1.975446 -2.537828 2.983585 3.7 -3.3 6.5 0.0710
H -0.708706 -1.396478 2.889305 -0.4 -2.5 0.9 0.0649
H 1.314614 -3.884838 4.460155 -1.3 -1.0 -0.2 0.1259
H 0.206594 -4.301468 3.060985 -1.3 -0.3 0.4 0.1186
H 1.124364 -2.837488 3.160575 -1.9 -2.0 -1.4 0.0399
C 1.511034 -3.166138 0.844585 1.2 -0.1 -0.2 -0.2030
O 0.627004 -3.834268 0.267165 7.3 -5.1 1.8 -0.0221
N 2.013924 -2.000198 0.321755 -0.6 -1.2 1.6 -0.0496
C 2.885364 -1.146138 1.124445 0.6 -0.1 -0.2 -0.0277
C 1.412914 -1.424098 -0.862895 3.5 1.8 1.8 -0.0624
H 1.828814 -3.382628 1.876255 0.4 -0.1 -0.9 0.1300
H 2.267314 -0.446198 1.686765 1.3 -0.4 -1.4 0.0329
H 3.622584 -0.667058 0.480175 -0.2 0.3 -0.3 0.1088
H 3.519334 -1.633778 1.864975 -0.4 -0.9 -0.1 0.1007
H 0.958544 -0.443488 -0.721275 -0.1 -2.1 1.9 0.0721
H 2.261114 -1.212628 -1.514005 0.0 -0.8 -0.8 0.1425
H 0.652714 -2.088608 -1.273525 2.7 5.9 3.9 -0.0318
```
Positions in Å, forces in eV/Å.